[1]
# C62H162O19

19 unconnected molecules or ions with the total composition C62H162O19 (ωB97M-V/def2-TZVPD, OMol25).

XYZ file:
```
243
Properties=species:S:1:pos:R:3:forces:R:3
C 2.360417 0.491859 -7.722950 -0.082 0.528 0.388
C 1.799148 0.531370 -6.284338 0.286 -0.082 -1.145
O 1.008239 -0.604469 -6.082308 -0.567 -0.540 -0.289
C 0.355943 -0.709318 -4.815978 0.180 -0.741 -1.132
C -0.431307 -2.045651 -4.860381 0.689 0.896 0.435
H 2.993449 -0.380812 -7.883618 -0.158 -0.029 -0.009
H 1.605401 0.577774 -8.504404 -0.325 -0.472 0.208
H 2.957604 1.386712 -7.898167 0.333 0.030 0.270
H 2.647701 0.548554 -5.600404 0.026 0.082 0.278
H 1.212268 1.440282 -6.151866 -0.019 0.150 0.157
H 1.170324 -0.697381 -4.091590 -0.280 -0.031 0.685
H -0.327825 0.129895 -4.688342 -0.009 0.188 0.292
H -1.048019 -2.044357 -5.759136 0.058 -0.140 0.026
H -1.065842 -2.158467 -3.981328 -0.059 0.149 0.007
H 0.274108 -2.876568 -4.852190 -0.059 -0.052 -0.320
C 3.051514 -6.649716 -5.372333 -0.289 0.510 -0.758
C 1.714781 -6.565451 -4.658376 0.541 -0.373 0.781
O 1.654914 -5.366545 -3.909520 0.301 0.603 -0.169
C 0.534107 -5.317009 -3.071391 -0.292 -0.105 1.091
C 0.638298 -4.116513 -2.111766 0.251 -0.121 -0.617
H 3.021853 -5.899609 -6.162636 0.336 0.003 -0.142
H 3.923004 -6.438464 -4.752682 -0.310 0.089 0.337
H 3.237966 -7.617724 -5.837409 -0.324 -0.062 0.024
H 0.833184 -6.595659 -5.298672 0.119 -0.194 -0.442
H 1.646180 -7.388361 -3.946894 -0.201 -0.303 0.118
H -0.407761 -5.404239 -3.613031 -0.197 0.772 -0.557
H 0.486113 -6.250502 -2.510697 0.332 -0.194 0.583
H 1.560421 -4.186060 -1.534742 -0.009 -0.211 0.136
H -0.200669 -4.026020 -1.421805 -0.068 -0.236 -0.075
H 0.718190 -3.170880 -2.647954 -0.145 -0.055 -0.198
C -0.174694 -6.344435 0.643389 -1.160 0.250 0.424
C -0.214282 -6.623808 2.143022 1.399 0.138 -0.317
O 0.621286 -7.772149 2.310673 -0.204 -0.267 0.232
C 0.788063 -8.170497 3.662135 0.688 -0.980 -0.164
C 1.488299 -9.553081 3.740959 -0.908 0.128 -0.501
H 0.802871 -6.042423 0.267567 0.150 -0.798 0.110
H -0.651993 -7.235020 0.234570 0.695 -0.078 -0.739
H -0.806066 -5.517743 0.317716 -0.330 0.167 0.472
H 0.222633 -5.802951 2.711690 -0.022 0.289 0.142
H -1.214331 -6.809496 2.534838 -0.257 -0.098 -0.113
H 1.416106 -7.451765 4.188534 -0.191 0.364 0.192
H -0.191086 -8.280655 4.128207 -0.137 0.283 0.296
H 2.391894 -9.604031 3.133494 0.027 0.156 0.161
H 0.795244 -10.308124 3.369905 0.001 -0.018 -0.351
H 1.675869 -9.892593 4.759609 0.254 0.507 0.125
C 1.297227 5.589070 2.964092 -0.625 -0.336 0.824
C -0.034993 4.941664 3.275935 -0.721 -0.063 -0.789
O -1.097622 5.694908 2.643377 1.203 -0.023 0.540
C -2.403081 5.334400 3.047174 0.829 -0.971 -0.530
C -3.340521 5.898235 2.020317 -0.058 1.145 0.274
H 1.290334 6.553524 3.471898 0.175 0.388 -0.716
H 2.081974 5.029423 3.473070 0.124 -0.248 -0.252
H 1.428960 5.569375 1.882257 0.288 0.531 0.176
H -0.060765 3.938445 2.850503 -0.016 -0.362 -0.055
H -0.182444 4.813486 4.348289 -0.240 0.328 0.209
H -2.502747 4.250236 2.994698 0.043 -0.458 0.119
H -2.536968 5.580196 4.100621 -0.484 0.484 0.000
H -3.216150 6.978946 1.951831 -0.234 0.252 0.417
H -4.367942 5.666226 2.300802 -0.031 -0.030 -0.404
H -3.057226 5.615642 1.006420 -0.246 -0.751 0.192
C -6.092135 -5.295637 0.520912 0.409 0.349 -0.960
C -5.334548 -5.609752 -0.807999 -0.481 0.329 1.288
O -4.748990 -4.450463 -1.391570 -0.434 -1.742 0.858
C -4.061105 -4.673224 -2.636924 -0.598 1.371 1.499
C -3.533311 -3.272594 -2.777071 0.579 0.488 -1.921
H -5.454674 -4.881943 1.302320 0.190 -0.065 -0.134
H -6.878887 -4.566622 0.326859 -0.101 -0.041 0.043
H -6.537101 -6.218749 0.892348 -0.039 0.011 -0.043
H -4.583262 -6.352211 -0.538885 0.321 -0.157 -0.370
H -6.077793 -6.060945 -1.465350 0.102 -0.100 -0.399
H -3.236878 -5.385698 -2.603550 -0.060 -0.331 0.396
H -4.800820 -4.997806 -3.368752 0.138 0.148 -0.365
H -3.018138 -3.171186 -3.732276 0.152 0.146 -0.115
H -2.821220 -2.994477 -2.000099 -0.110 -0.312 0.099
H -4.339278 -2.538859 -2.788802 -0.067 -0.126 0.122
C 3.837526 2.127994 1.238616 -0.612 -0.652 0.488
C 4.264511 3.496927 0.799808 0.180 -0.449 -0.499
O 5.361352 3.275974 -0.067244 0.613 1.811 -0.788
C 5.877819 4.492258 -0.695756 -0.612 -1.172 -0.172
C 6.939646 4.108836 -1.697427 0.116 0.001 0.505
H 4.631693 1.631799 1.796473 -0.061 0.044 0.109
H 2.928045 2.142804 1.839214 0.124 0.294 0.455
H 3.546071 1.454748 0.432459 0.344 0.236 -0.453
H 3.462840 4.007459 0.266147 -0.195 0.161 -0.110
H 4.557105 4.114401 1.649045 0.053 0.122 0.182
H 5.135444 5.074827 -1.241288 -0.860 -0.390 -0.002
H 6.251387 5.230747 0.013591 0.330 -0.349 0.546
H 7.207611 5.062478 -2.152255 0.675 -0.209 -0.148
H 6.644656 3.413898 -2.483648 -0.522 0.147 0.098
H 7.744296 3.603451 -1.163366 0.381 0.374 -0.163
C -1.646482 8.795725 -3.283711 -0.472 0.032 0.120
C -0.351986 8.063564 -3.480021 0.278 -0.750 0.170
O 0.025705 7.535482 -2.219436 -0.053 -0.061 -0.257
C 1.214582 6.730490 -2.251678 -0.828 1.854 1.193
C 1.445213 6.402407 -0.795896 0.447 -1.252 -0.001
H -2.193213 9.044003 -4.193401 0.413 0.147 -0.234
H -2.337388 8.158976 -2.731164 0.090 0.020 0.269
H -1.452702 9.701579 -2.709278 -0.213 0.005 0.007
H -0.432611 7.202775 -4.143830 -0.226 0.028 -0.537
H 0.432667 8.703018 -3.884397 0.166 0.217 -0.023
H 1.076917 5.845299 -2.872613 0.164 -0.039 -0.154
H 2.008241 7.395020 -2.593163 0.352 -0.326 -0.483
H 1.419326 7.223667 -0.079685 -0.107 0.260 -0.488
H 2.421138 5.923991 -0.713468 0.146 -0.099 0.167
H 0.708755 5.661289 -0.485306 -0.102 0.015 0.172
C 0.341299 4.273206 -5.692431 0.036 0.314 0.031
C 0.458684 3.384741 -4.438512 0.559 1.063 -0.368
O 1.832090 3.093484 -4.177322 -0.096 0.132 -0.759
C 2.099139 2.687494 -2.865997 0.557 -1.284 0.468
C 3.247983 1.657625 -2.824717 0.036 0.689 0.624
H -0.599862 4.816916 -5.774223 -0.633 -0.662 0.196
H 0.988121 5.150407 -5.707998 0.777 -0.369 0.328
H 0.495787 3.722616 -6.620379 0.047 -0.045 0.060
H 0.098285 3.946983 -3.577051 -0.501 -0.118 0.112
H -0.105905 2.463293 -4.580879 -0.161 -0.018 0.254
H 2.425021 3.521174 -2.243994 -0.097 0.416 0.064
H 1.225804 2.251433 -2.381012 -0.364 -0.043 -0.119
H 4.179563 2.204206 -2.971381 0.154 -0.277 -0.642
H 3.138865 0.774406 -3.454079 -0.051 0.346 -0.254
H 3.382535 1.291057 -1.807056 -0.316 -0.043 0.227
C 2.657061 -3.278137 3.313614 0.318 -0.135 -0.658
C 3.676498 -2.175311 3.108826 -0.887 0.841 0.911
C 4.072887 -2.006563 1.676321 1.100 -0.603 -0.363
O 3.017267 -0.967260 3.567126 0.916 -0.088 0.200
H 2.296105 -3.302911 4.341811 0.008 0.006 -0.139
H 3.028574 -4.254944 3.003928 0.093 -0.129 0.128
H 1.880471 -2.997223 2.602209 -0.536 -0.314 0.277
H 4.547590 -2.296981 3.752634 0.061 0.034 -0.039
H 4.683699 -1.115960 1.528547 -0.281 0.226 0.015
H 3.240274 -2.050289 0.974213 -0.132 0.210 0.118
H 4.747949 -2.828254 1.437126 -0.014 -0.241 -0.276
H 2.348166 -0.781042 2.904389 -0.651 0.117 -0.221
C 9.183768 0.664477 -1.573184 -0.684 -0.065 0.515
C 8.045572 -0.387120 -1.478993 -1.263 1.233 -2.404
C 6.630056 0.222777 -1.678193 0.754 0.034 0.852
O 8.242548 -1.324879 -2.562896 0.860 -0.825 1.100
H 9.078000 1.492086 -0.871789 -0.217 -0.158 0.423
H 9.158743 1.169651 -2.538722 0.123 -0.403 -0.256
H 10.153874 0.208290 -1.375962 -0.036 -0.060 -0.274
H 7.959987 -0.834328 -0.488655 0.711 -0.759 -0.274
H 6.450565 0.692958 -0.711339 -0.588 0.671 -0.310
H 5.848501 -0.522296 -1.826969 0.253 -0.345 0.145
H 6.545591 0.904293 -2.524657 0.250 0.304 0.161
H 7.718109 -1.127505 -3.342393 -0.215 0.401 0.323
C -3.664480 1.504221 -0.947522 0.774 -0.313 0.559
C -3.098713 0.811355 -2.175870 -1.479 1.652 -0.756
C -4.247571 0.586670 -3.160294 0.647 -0.784 -0.377
O -2.111781 1.628771 -2.777353 1.194 -1.082 0.226
H -2.801323 1.754848 -0.330869 -0.144 -0.042 0.458
H -4.341398 0.832839 -0.419217 -0.005 0.063 0.213
H -4.178294 2.446326 -1.138674 -0.118 -0.130 -0.431
H -2.654499 -0.149458 -1.915869 0.227 0.085 0.050
H -5.032092 0.033530 -2.643902 -0.271 0.067 -0.266
H -3.868315 -0.000153 -3.996899 -0.106 -0.318 -0.041
H -4.612885 1.496617 -3.636368 -0.115 0.248 0.534
H -2.415135 2.520142 -2.964527 -0.505 0.140 -0.180
C 0.144465 1.307405 5.506651 -0.279 0.816 -0.023
C 1.574294 1.712720 5.233111 1.612 0.362 1.838
C 1.999619 3.030410 6.004343 -0.632 -0.380 -0.429
O 2.465379 0.712148 5.767411 -0.365 0.598 -0.134
H -0.050483 1.351611 6.578165 0.018 -0.041 0.050
H -0.155996 0.321604 5.151649 0.371 -0.013 -0.199
H -0.476871 2.059353 5.020214 -0.443 -0.005 0.029
H 1.765685 1.878415 4.172924 -0.034 -0.157 -0.234
H 3.061205 3.268360 5.937161 0.055 -0.391 -0.430
H 1.811920 2.962640 7.075911 -0.251 -0.345 0.014
H 1.462642 3.910537 5.650596 -0.179 -0.005 -0.106
H 2.699737 0.111685 5.055989 0.150 -0.481 -0.323
C -1.187600 -5.334519 5.636622 0.598 0.062 0.787
C -1.829560 -4.002305 5.345599 2.473 1.347 0.876
C -0.759626 -2.894899 5.137892 0.798 -0.710 1.106
O -2.407510 -4.075484 4.135019 -2.569 -0.171 -3.160
H -1.888856 -6.161839 5.745575 -0.273 0.150 0.400
H -0.582971 -5.183168 6.530835 -0.001 -0.596 0.204
H -0.527645 -5.657582 4.831527 0.098 0.419 -0.095
H -2.509484 -3.645432 6.119191 -0.249 -0.286 0.263
H 0.031376 -3.241479 4.472831 -0.210 -0.155 -0.320
H -0.234797 -2.758706 6.083472 -0.032 0.293 0.164
H -1.077482 -1.914193 4.783929 -0.532 -0.238 0.057
H -3.057156 -4.782068 4.117683 -0.162 -0.122 -0.161
C -5.984365 2.536700 2.230034 -0.676 1.237 -0.924
C -6.380169 3.487305 3.362678 -0.021 -0.739 -1.138
C -7.866068 3.403902 3.746318 1.132 0.515 -0.195
O -5.569805 3.163598 4.444366 0.394 0.279 0.957
H -6.452402 2.931793 1.328397 -0.282 -0.289 -0.305
H -6.335150 1.517124 2.389743 0.279 -0.014 0.083
H -4.921185 2.632566 2.009666 0.146 -0.413 0.349
H -6.115866 4.500628 3.060309 -0.177 0.153 0.000
H -8.044368 2.433983 4.210609 -0.193 0.111 0.076
H -8.512058 3.549525 2.880527 -0.089 0.045 0.102
H -7.948640 4.227573 4.455436 -0.728 -0.250 0.197
H -5.638766 2.206120 4.453599 0.205 -0.448 0.727
C 0.111530 -0.150010 -0.330864 0.018 0.185 -0.311
C 0.362177 0.264774 1.112834 -1.515 1.001 -0.098
C -0.894692 0.891983 1.789277 0.077 0.086 -0.480
O 0.783725 -0.829444 1.874905 1.179 0.016 0.231
H 1.034585 -0.336025 -0.879917 0.291 -0.184 0.252
H -0.365661 0.642500 -0.907335 -0.368 0.040 0.081
H -0.477165 -1.066242 -0.376308 -0.197 0.044 -0.004
H 1.106863 1.058884 1.058839 0.505 -0.340 0.532
H -1.788329 0.316497 1.547778 -0.109 -0.041 -0.164
H -1.033555 1.923645 1.465999 -0.137 0.022 -0.351
H -0.876369 0.961940 2.876874 0.576 -0.310 0.052
H 0.043850 -1.438235 1.934569 -0.510 -0.494 0.066
C -3.843504 0.103721 4.353386 -0.184 0.060 -0.773
C -5.190525 -0.627485 4.510676 1.571 0.431 1.021
C -5.231165 -1.545197 5.727416 -0.513 -0.077 -0.448
O -6.149688 0.395646 4.747586 -0.246 0.170 -0.385
H -3.846510 0.675935 3.425666 -0.166 0.127 -0.138
H -2.977804 -0.549604 4.244677 -0.160 -0.339 0.268
H -3.647701 0.838765 5.134073 -0.186 -0.241 0.300
H -5.426745 -1.179634 3.601043 -0.022 -0.049 -0.095
H -6.275629 -1.855164 5.761190 -0.061 -0.485 0.360
H -5.032726 -1.005639 6.653487 0.210 0.065 -0.132
H -4.597936 -2.428184 5.641127 0.056 0.059 -0.042
H -7.015746 -0.016851 4.784895 -0.206 0.089 0.061
C 4.946284 -3.277511 -2.471532 0.291 -0.132 0.227
C 3.870604 -2.525338 -3.228637 1.801 0.214 0.123
O 3.646346 -3.243926 -4.419574 -0.944 0.497 -0.048
H 5.784957 -3.435931 -3.149491 0.115 0.124 0.079
H 4.617943 -4.276104 -2.183258 -0.235 -0.017 0.147
H 5.301864 -2.750285 -1.586265 0.003 0.004 0.089
H 4.302567 -1.570856 -3.529419 -0.018 0.200 -0.152
H 3.059356 -2.244353 -2.557056 -0.776 -0.487 -0.362
H 3.003881 -3.930861 -4.227332 -0.327 -0.422 -0.069
C -3.962346 -2.316841 1.306389 -0.028 -0.428 -0.629
C -2.576933 -2.794669 0.880660 0.045 0.181 0.170
O -1.603441 -2.614388 1.891679 0.712 0.681 -0.390
H -4.404730 -2.913712 2.103978 0.203 -0.053 0.164
H -4.615746 -2.433334 0.441754 -0.168 0.078 -0.050
H -3.967274 -1.269317 1.607677 0.216 0.016 0.012
H -2.249776 -2.236663 0.003338 0.059 0.394 0.149
H -2.525233 -3.822469 0.521444 -0.563 -0.349 0.189
H -1.817725 -3.138064 2.667207 -0.301 -0.326 0.326
C -2.310053 4.915331 -1.669491 -0.899 -0.265 -0.030
C -2.618228 5.240311 -3.150201 0.948 0.613 1.511
O -2.805909 4.048478 -3.866521 -0.108 -0.309 -0.288
H -3.202157 4.474698 -1.224416 -0.153 0.055 0.103
H -2.037222 5.770146 -1.050658 -0.037 0.279 -0.428
H -1.539769 4.164794 -1.492128 0.271 -0.008 -0.578
H -1.762847 5.805184 -3.520809 0.019 0.000 -0.349
H -3.508722 5.860533 -3.252351 -0.055 0.170 0.267
H -3.072770 4.296864 -4.754603 0.000 -0.302 -0.161
```
Forces are in eV/Å.

The value obtained for the HOMO-LUMO gap is 0.341 hartree. The highest occupied orbital energy comes out at -9.1957 eV. The value obtained for the calculated total energy is -105818.5187 eV. As for the charge: 0. The calculation puts the lowest unoccupied orbital energy at 0.07 eV.

***

[2]
# C3H7NO2

A single C3H7NO2 molecule (ωB97M-V/def2-TZVPD, OMol25).

XYZ file:
```
13
Properties=species:S:1:pos:R:3:forces:R:3
C -2.018751 -0.054583 -0.478951 -0.033 -0.014 -0.117
N -1.182274 0.059642 0.696885 0.113 -0.015 0.205
C 0.174992 0.046639 0.769065 -0.080 0.009 0.183
O 0.793527 0.092338 1.814694 -0.170 -0.044 -0.326
O 0.757030 -0.005530 -0.449575 -0.130 0.036 0.158
C 2.182891 0.009688 -0.400276 0.301 -0.004 -0.015
H -2.800593 0.712886 -0.455553 0.139 -0.129 -0.038
H -2.498290 -1.040209 -0.540144 0.106 0.162 -0.017
H -1.409302 0.095070 -1.370107 -0.101 -0.020 0.128
H -1.613863 0.046391 1.606427 0.002 0.016 -0.084
H 2.533877 0.769345 0.301422 -0.032 -0.096 -0.145
H 2.517154 0.233729 -1.413548 -0.051 -0.056 0.126
H 2.563597 -0.965404 -0.080342 -0.063 0.153 -0.060
```
Forces are in eV/Å.

The value obtained for the HOMO-LUMO gap is 0.390 hartree. The highest occupied orbital energy comes out at -9.6917 eV. As for the structure (SMILES): CNC(=O)OC. The value obtained for the calculated total energy is -8809.9515 eV. As for the charge: 0. The calculation puts the lowest unoccupied orbital energy at 0.91 eV.

***

[3]
# C3H4N4O

A single C3H4N4O molecule (ωB97M-V/def2-TZVPD, OMol25).

XYZ file:
```
12
Properties=species:S:1:pos:R:3:forces:R:3
H 0.288032 -2.347697 0.822092 0.020 -0.490 -0.001
N 0.039841 -1.949572 1.719717 0.241 0.307 -0.930
C -0.223991 -0.716182 1.574338 -0.534 -0.275 1.377
N -0.210233 0.064927 0.438146 0.671 -0.814 -0.598
O -0.697787 1.390058 0.456974 -0.037 -0.581 0.322
N -0.468581 1.893034 -0.784549 0.222 0.222 0.124
C 0.163496 1.031744 -1.482111 -0.563 1.249 -0.857
C 0.379240 -0.207698 -0.799801 0.324 -0.866 0.164
N 0.976273 -1.220787 -1.311182 -0.245 0.948 0.225
H 1.128477 -1.979030 -0.673789 -0.008 -0.384 0.194
H -0.539039 -0.261491 2.498582 -0.178 0.992 -0.086
H 0.431262 1.307366 -2.492158 0.088 -0.309 0.064
```
Forces are in eV/Å.

The value obtained for the HOMO-LUMO gap is 0.349 hartree. The highest occupied orbital energy comes out at -9.5538 eV. As for the structure (SMILES): [H]/N=C\n1onc/c1=N/[H]. The value obtained for the calculated total energy is -11179.7720 eV. As for the charge: 0. The calculation puts the lowest unoccupied orbital energy at -0.05 eV.